{"formula": "C41H70F6N4O27RbS5", "method": "ωB97M-V/def2-TZVPD", "symbols": ["H", "O", "H", "H", "C", "H", "F", "O", "C", "C", "C", "S", "F", "N", "C", "O", "O", "O", "C", "O", "O", "O", "H", "F", "O", "S", "F", "H", "H", "O", "H", "H", "H", "H", "H", "C", "H", "H", "C", "C", "H", "C", "C", "O", "O", "O", "H", "C", "C", "H", "H", "C", "C", "S", "O", "F", "C", "H", "Rb", "H", "H", "H", "C", "O", "H", "O", "H", "C", "C", "C", "H", "C", "H", "O", "H", "C", "H", "H", "H", "H", "H", "C", "C", "H", "C", "O", "C", "H", "H", "H", "C", "H", "H", "H", "H", "C", "H", "H", "C", "H", "S", "O", "H", "H", "H", "H", "F", "H", "H", "H", "H", "H", "C", "O", "H", "H", "H", "O", "C", "H", "C", "O", "C", "H", "H", "C", "H", "H", "H", "C", "O", "H", "H", "O", "O", "S", "C", "H", "N", "H", "C", "C", "O", "O", "N", "N", "H", "H", "C", "H", "C", "H", "H", "C"], "xyz": [[23.724, 19.512, -23.631], [20.429, 9.665, -16.704], [17.418, 9.060, -12.082], [17.209, 8.707, -14.239], [23.656, 17.374, -21.250], [13.488, 11.891, -10.568], [17.472, 17.668, -14.959], [22.694, 17.667, -20.590], [15.125, 12.858, -9.608], [15.122, 10.575, -12.523], [14.174, 11.661, -9.743], [21.548, 15.251, -15.066], [18.137, 18.564, -13.093], [16.740, 11.729, -11.033], [23.257, 19.573, -14.287], [23.300, 12.254, -7.935], [27.350, 14.691, -17.455], [22.589, 16.236, -14.982], [17.449, 9.498, -14.934], [17.261, 20.388, -19.225], [18.168, 20.963, -14.324], [21.763, 21.585, -13.879], [25.989, 11.582, -18.899], [20.674, 13.673, -16.940], [25.688, 13.176, -17.700], [18.490, 19.784, -19.605], [20.720, 15.766, -17.502], [28.079, 11.793, -12.786], [21.779, 23.227, -11.787], [24.031, 17.939, -22.391], [13.095, 22.948, -13.018], [21.967, 20.750, -11.962], [21.379, 21.626, -17.218], [14.499, 9.508, -9.895], [15.023, 14.677, -11.685], [24.661, 12.887, -11.399], [16.775, 14.861, -9.872], [14.403, 21.831, -14.718], [15.043, 10.456, -10.015], [16.162, 21.678, -13.474], [21.449, 11.466, -16.709], [26.361, 12.597, -18.817], [20.797, 14.262, -9.830], [23.380, 14.635, -8.548], [20.244, 18.080, -15.478], [21.862, 14.046, -14.348], [17.798, 21.826, -12.073], [21.244, 21.309, -12.553], [21.380, 14.815, -16.858], [23.333, 15.420, -19.610], [20.813, 10.946, -18.264], [14.857, 22.016, -13.755], [18.650, 18.208, -18.820], [23.290, 21.319, -14.120], [28.892, 11.182, -10.465], [22.569, 14.605, -17.392], [26.026, 15.823, -15.461], [16.070, 13.767, -12.780], [18.320, 13.416, -14.333], [20.756, 13.161, -6.704], [22.165, 13.939, -5.917], [19.104, 22.370, -18.103], [19.353, 10.179, -16.126], [16.376, 20.534, -15.455], [20.628, 20.329, -16.406], [19.679, 20.542, -18.848], [24.495, 16.599, -18.867], [26.790, 11.882, -11.050], [14.077, 22.581, -12.754], [21.311, 10.607, -17.355], [27.440, 12.648, -18.692], [27.130, 12.109, -12.373], [17.367, 10.469, -14.457], [18.736, 9.209, -15.478], [14.592, 13.807, -9.483], [15.965, 22.537, -11.255], [19.700, 17.932, -18.903], [21.526, 13.900, -11.789], [20.004, 13.056, -11.496], [14.474, 13.091, -12.181], [23.684, 13.152, -11.020], [16.102, 13.003, -10.765], [20.873, 22.634, -11.920], [26.131, 13.140, -19.737], [17.201, 13.964, -10.335], [25.515, 14.681, -16.161], [15.957, 10.518, -11.217], [15.487, 11.313, -13.235], [22.800, 19.107, -13.421], [20.244, 22.026, -15.902], [16.871, 9.305, -11.189], [22.801, 19.267, -15.226], [16.697, 9.460, -15.733], [22.838, 19.622, -22.129], [26.482, 12.904, -14.250], [24.327, 15.860, -19.645], [25.300, 16.045, -14.684], [21.215, 14.905, -7.011], [21.550, 13.887, -6.817], [21.379, 15.187, -9.768], [22.631, 13.488, -8.158], [23.983, 21.621, -12.906], [20.374, 20.676, -12.736], [25.331, 12.105, -9.512], [18.348, 21.174, -17.224], [20.490, 22.513, -10.903], [17.717, 16.449, -13.172], [15.738, 10.395, -9.161], [16.366, 22.700, -10.264], [13.599, 11.519, -8.829], [18.045, 17.511, -19.394], [18.420, 18.305, -17.762], [23.149, 18.931, -22.912], [17.842, 11.739, -11.887], [24.226, 13.551, -13.374], [16.222, 8.471, -10.874], [26.998, 15.600, -15.030], [23.659, 21.951, -15.332], [19.304, 21.357, -17.719], [14.006, 23.286, -10.744], [18.206, 17.488, -13.866], [18.987, 11.329, -16.221], [20.560, 13.976, -11.294], [22.289, 18.492, -23.414], [19.889, 14.430, -9.248], [25.553, 12.252, -10.561], [20.003, 14.832, -11.686], [17.534, 9.410, -10.326], [15.697, 12.656, -8.694], [20.438, 21.354, -16.730], [21.568, 13.165, -9.285], [17.811, 14.276, -11.181], [22.211, 10.051, -17.573], [27.238, 10.483, -9.279], [20.666, 17.658, -13.108], [20.004, 17.266, -14.317], [15.365, 13.676, -11.965], [25.023, 15.032, -19.552], [16.967, 21.014, -14.505], [15.061, 9.588, -12.999], [26.285, 14.228, -17.138], [26.213, 12.696, -13.224], [18.921, 19.677, -20.949], [24.520, 16.402, -20.961], [27.703, 11.113, -10.207], [20.039, 15.689, -14.658], [20.157, 23.132, -12.570], [26.071, 16.687, -16.122], [24.977, 13.102, -12.734], [14.084, 10.858, -12.319], [14.615, 22.791, -11.491], [17.860, 13.449, -9.635], [24.295, 19.244, -14.388], [16.754, 22.024, -12.273]], "forces_ev_per_a": [[0.100, -0.228, -0.068], [0.379, -0.029, 0.130], [0.143, 0.211, -0.232], [0.207, -0.055, 0.219], [-0.324, -0.135, 0.173], [-0.188, -0.340, 0.137], [-0.196, -0.056, 0.101], [0.029, 0.116, -0.068], [-0.234, -0.403, 0.691], [-0.541, -0.570, -0.071], [0.416, 0.811, -0.807], [0.500, -0.548, 1.588], [-0.278, 0.007, -0.034], [0.802, -0.674, 0.931], [0.944, -0.416, -0.785], [0.206, -0.344, 0.372], [0.094, -0.068, -0.207], [-0.489, 0.641, -0.585], [-0.844, 0.100, -0.545], [-0.836, 0.246, -0.311], [-0.083, 0.098, -0.242], [-0.243, 0.394, -0.086], [0.097, -0.079, 0.052], [-0.081, 0.193, -0.163], [-0.214, -0.079, -0.021], [1.440, -0.307, 1.495], [0.225, 0.014, -0.273], [0.079, -0.040, 0.307], [-0.065, 0.155, -0.319], [0.119, -0.028, -0.392], [-0.146, -0.237, 0.205], [0.053, 0.075, -0.034], [-0.146, 0.388, 0.017], [-0.225, 0.128, -0.670], [0.150, 0.036, -0.018], [-0.231, -0.112, -0.228], [-0.012, -0.044, 0.023], [0.285, -0.108, -0.102], [0.024, -1.025, 1.625], [0.107, 0.513, 0.019], [0.379, -0.019, 0.063], [0.186, 0.233, -0.242], [0.138, 0.513, -0.480], [0.236, 0.529, 0.269], [-0.370, 0.002, 0.040], [-0.506, -0.688, -0.707], [-0.002, -0.099, -0.247], [-0.533, -0.027, -0.012], [-0.487, -0.298, 0.732], [-0.106, 0.291, 0.341], [0.222, 0.024, -0.095], [-0.694, -0.204, 0.060], [0.373, 0.083, -0.348], [-0.098, -0.979, 0.827], [0.038, -0.161, -0.127], [0.107, 0.128, -0.174], [-0.279, 0.219, 0.146], [-0.192, -0.150, -0.426], [0.061, -0.513, 0.508], [-0.064, -0.073, -0.170], [-0.034, -0.166, -0.034], [0.461, -0.101, -0.124], [-0.056, -0.177, -0.295], [0.215, 0.141, 0.135], [-0.339, 0.103, 0.465], [-0.940, -0.138, 0.050], [-0.144, 0.080, -0.012], [-0.362, -0.230, -0.632], [0.432, 0.289, -0.130], [-1.026, -0.036, 0.028], [-0.016, -0.217, 0.155], [0.374, -0.234, -0.349], [0.383, -0.051, 0.305], [0.044, -0.093, 0.169], [-0.050, -0.073, 0.072], [-0.549, -0.141, -0.092], [0.000, -0.014, -0.145], [-0.032, 0.189, -0.156], [-0.185, 0.047, 0.323], [0.080, 0.072, -0.571], [0.037, 0.141, 0.015], [0.149, 0.265, -0.613], [0.480, -0.238, 0.265], [-0.143, 0.030, 0.095], [0.216, 0.145, 0.132], [-0.280, -0.137, 0.101], [-0.526, 1.312, -0.905], [0.389, -0.165, -0.015], [-0.146, 0.003, -0.027], [-0.018, -0.102, 0.134], [-0.654, -0.431, 1.496], [-0.503, 0.180, 0.175], [0.199, 0.020, -0.013], [-0.213, -0.223, 0.050], [-0.031, -0.162, -0.078], [-0.224, -0.788, -0.465], [-0.025, -0.193, 0.021], [-0.370, -0.134, -0.040], [0.834, 0.641, 0.396], [0.143, -0.161, 0.128], [-0.887, -0.509, -0.720], [0.379, 0.256, 0.197], [0.005, 0.004, 0.101], [-0.153, -0.179, -0.074], [0.101, -1.170, -0.317], [-0.324, -0.196, -0.183], [-0.001, -0.034, -0.167], [-0.028, 0.095, -0.040], [0.182, 0.131, -0.098], [-0.119, 0.038, -0.005], [-0.195, -0.111, 0.326], [-0.350, -0.085, -0.039], [0.134, 0.693, 0.024], [-0.191, 0.941, -1.181], [0.138, 0.029, -0.109], [0.127, -0.182, -0.552], [0.065, 0.062, -0.065], [-0.025, 0.306, -0.617], [-0.045, 1.851, 0.413], [0.046, -0.231, 0.145], [0.536, -0.237, -0.145], [-0.038, 0.142, 0.131], [-0.100, -0.047, 0.077], [-0.057, -0.134, 0.180], [-0.071, -0.437, -0.012], [0.288, 0.100, 0.690], [0.148, -0.074, -0.227], [0.353, 0.198, -0.340], [0.131, 0.307, -0.059], [0.666, -0.579, -0.712], [0.053, 0.036, 0.248], [-0.013, -0.035, -0.035], [0.164, 0.078, 0.043], [-0.075, -0.025, -0.066], [0.107, -0.334, 0.316], [-0.105, 0.527, -0.375], [-0.202, -0.197, 0.951], [0.264, 0.190, -0.035], [0.062, -0.125, -0.064], [0.087, 0.106, -0.113], [0.237, 0.269, 0.087], [-0.175, 0.556, 0.180], [-0.130, -0.041, -0.947], [0.370, 0.205, 0.295], [0.288, 0.424, 0.342], [1.181, 0.900, -0.154], [-0.028, 0.236, 0.166], [0.215, -0.097, -0.099], [-0.258, -0.100, 0.061], [0.048, -0.018, 0.038], [0.039, 0.548, -0.271], [-0.044, 0.046, 0.061], [0.031, 0.100, 0.330], [0.168, -0.456, 0.618]], "homo_ev": -3.37, "charge": -1, "e_tot_ev": -176026.13900, "homo_lumo_gap_ev": 4.14}

{"formula": "BrH12O6", "method": "ωB97M-V/def2-TZVPD", "symbols": ["H", "H", "H", "O", "O", "H", "H", "O", "H", "H", "O", "O", "H", "H", "H", "O", "Br", "H", "H"], "xyz": [[-25.568, 1.003, 12.621], [-27.615, 2.209, 14.194], [-24.558, 0.838, 15.027], [-28.571, 2.180, 14.358], [-27.053, 4.352, 11.287], [-26.221, 4.651, 10.909], [-23.751, 5.921, 12.297], [-24.341, -0.055, 15.355], [-24.839, -0.130, 16.172], [-22.449, 2.638, 12.683], [-24.476, 6.160, 12.881], [-26.093, 0.346, 12.126], [-24.914, 5.309, 13.067], [-28.637, 2.232, 15.315], [-25.589, 0.189, 11.323], [-21.800, 2.946, 13.324], [-25.132, 2.986, 13.993], [-26.780, 3.794, 12.031], [-22.354, 3.397, 13.972]], "forces_ev_per_a": [[-0.274, -0.102, -0.057], [0.004, 0.064, -0.085], [0.082, -0.154, -0.030], [-0.011, -0.077, 0.085], [-0.006, -0.086, -0.042], [0.022, 0.060, 0.064], [0.061, -0.045, 0.072], [0.006, 0.129, 0.070], [-0.036, 0.007, -0.018], [-0.102, -0.068, 0.122], [-0.133, -0.086, -0.183], [0.190, 0.052, 0.003], [0.159, 0.162, 0.177], [0.021, 0.042, 0.002], [0.006, 0.020, -0.001], [0.240, 0.187, -0.121], [-0.078, 0.000, -0.054], [-0.033, 0.021, -0.006], [-0.118, -0.125, 0.001]], "homo_ev": -6.07, "charge": -1, "de_lowest_ev": 0.3262, "e_tot_ev": -82526.14334, "homo_lumo_gap_ev": 9.46}

{"formula": "C4H8N2", "method": "ωB97M-V/def2-TZVPD", "symbols": ["H", "H", "C", "H", "C", "N", "C", "H", "N", "H", "H", "H", "H", "C"], "xyz": [[-1.152, -0.791, 1.477], [-0.269, -1.882, -1.314], [-1.343, -1.296, 0.531], [-1.690, 0.495, -0.388], [-0.385, -1.089, -0.580], [0.986, 0.664, 0.529], [0.811, -0.251, -0.448], [1.479, -0.132, -1.290], [-1.745, -0.497, -0.619], [0.913, 0.420, 1.520], [0.849, 2.237, -0.794], [2.082, 2.475, 0.618], [-1.843, -2.256, 0.632], [1.306, 1.902, 0.127]], "forces_ev_per_a": [[-0.057, -0.047, -0.139], [-0.064, 0.019, 0.164], [0.016, -0.180, 0.291], [0.023, -0.148, -0.021], [0.248, -0.268, -0.018], [-0.052, -0.202, 0.327], [-0.157, -0.297, -0.306], [-0.233, 0.091, -0.083], [-0.083, 0.266, -0.035], [-0.026, 0.059, -0.367], [0.341, -0.058, 0.003], [-0.220, 0.050, 0.203], [0.062, 0.160, -0.007], [0.201, 0.555, -0.012]], "homo_ev": [-7.16, -7.09], "charge": 0, "de_lowest_ev": 3.9621, "e_tot_ev": -7253.91325, "homo_lumo_gap_ev": [7.81, 7.82]}

no.,strongest force on any atom (eV/Å)
1,2.10
2,0.33
3,0.59